12
Properties=species:S:1:pos:R:3:mulliken_charge:R:1 method="wB97M-V/def2-TZVPD" de_lowest_kcal_mol=36.1 homo_lumo_gap_ev=10.8 largest_force_ev_per_a=1.1 smiles=N#C[C@H]1CCN1 homo_energy_ev=-9.96 lumo_ev=0.8 total_energy_ha=-265.478026
N 3.176 0.140 -0.423 -0.41
C 2.071 0.002 -0.111 -0.05
C 0.671 -0.218 0.273 0.37
C -0.339 0.951 0.295 -0.66
C -1.324 -0.108 -0.232 -0.37
N -0.164 -0.850 -0.754 -0.52
H 0.644 -0.737 1.244 0.27
H -0.545 1.421 1.257 0.31
H -0.097 1.702 -0.460 0.27
H -2.071 0.175 -0.978 0.30
H -1.815 -0.616 0.613 0.25
H -0.208 -1.864 -0.725 0.23

***

6
Properties=species:S:1:pos:R:3:mulliken_charge:R:1 method="wB97M-V/def2-TZVPD" de_lowest_kcal_mol=0.0 homo_lumo_gap_ev=9.7 largest_force_ev_per_a=1.9 smiles="O=[SiH]P" homo_energy_ev=-9.97 lumo_ev=-0.3 total_energy_ha=-707.852249
O -0.704 1.710 1.431 -0.46
Si 0.022 0.954 0.287 0.52
P -0.423 -0.943 -0.899 -0.18
H 1.356 1.569 -0.215 -0.05
H -1.014 -1.597 0.184 0.09
H 0.763 -1.693 -0.788 0.08

***

8
Properties=species:S:1:pos:R:3:mulliken_charge:R:1 method="wB97M-V/def2-TZVPD" de_lowest_kcal_mol=48.9 homo_lumo_gap_ev=10.2 largest_force_ev_per_a=7.0 smiles="O=C/C(F)=C/F" homo_energy_ev=-10.92 lumo_ev=-0.8 total_energy_ha=-390.382666
O 1.098 1.497 0.094 -0.51
C 1.158 0.370 -0.455 0.11
C 0.000 -0.524 -0.089 0.16
F -0.333 -1.659 -0.892 -0.26
C -0.911 0.065 0.574 0.00
F -2.307 -0.474 0.603 -0.25
H 1.927 -0.136 -1.007 0.35
H -0.633 0.861 1.171 0.38